[1]
DFT (the ωB97M-V functional and the def2-TZVPD basis) results for a molecular structure, C10H16Cl2CoNOS4Sb in a non-equilibrium geometry.

Properties
* HOMO level (alpha / beta): -4.008 / -3.819 eV
* spin multiplicity: 3
* E_LUMO (alpha / beta): 2.45 / 2.33 eV
* energy relative to the best compared isomer or geometry (same formula, charge and spin): 73.4 kJ/mol
* net charge: -1
* gap between HOMO and LUMO (alpha / beta): 6.4558 / 6.1499 eV

```
36
C10H16Cl2CoNOS4Sb the ωB97M-V functional and the def2-TZVPD basis
Co 6.288 7.392 10.079
S 8.274 8.710 15.696
Sb 6.838 8.400 13.966
S 6.968 10.086 12.194
S 7.665 8.336 11.343
S 6.648 5.077 10.217
C 6.498 5.272 8.539
C 6.493 4.246 7.552
C 6.356 4.616 6.187
C 6.484 5.947 5.859
C 6.312 6.880 6.876
N 6.330 6.505 8.175
H 6.576 3.245 7.870
H 6.312 3.859 5.424
H 6.608 6.273 4.817
H 6.344 7.976 6.651
C 8.602 3.769 15.798
C 9.562 4.536 14.903
O 9.250 4.338 13.480
C 10.376 4.893 12.705
C 9.917 5.003 11.245
H 8.520 4.188 16.773
H 8.889 2.690 15.838
H 7.590 3.791 15.339
H 10.643 4.260 14.990
H 9.432 5.628 15.099
H 11.159 4.171 12.726
H 10.596 5.964 13.047
H 9.150 4.236 10.920
H 10.787 5.163 10.548
H 9.301 5.927 11.126
Cl 4.085 8.442 10.440
C 4.302 9.740 9.281
Cl 3.219 9.595 7.855
H 5.329 9.853 8.850
H 4.006 10.645 9.773
```

[2]
DFT (the ωB97M-V functional and the def2-TZVPD basis) results for 6 unconnected molecules or ions with the total composition C37H76F3NO25P6 in a non-equilibrium geometry.

Properties
* HOMO level: -8.460 eV
* E_LUMO: -1.17 eV
* structure (SMILES): CCC[C@@]1(Cc2ccccc2C)[C@@H](CCCO)C(=O)N[C@]1(CCC(F)=C(F)F)P(=O)(O)O.COP(=O)(OC)OC.COP(=O)(OC)OC.COP(=O)(OC)OC.COP(=O)(OC)OC.COP(=O)(OC)OC
* net charge: 0
* gap between HOMO and LUMO: 7.2878 eV

```
148
C37H76F3NO25P6 the ωB97M-V functional and the def2-TZVPD basis
C -5.069 -1.758 8.923
C -4.881 -2.785 7.773
C -4.395 -2.177 6.436
C -2.914 -2.482 6.088
C -2.151 -1.613 7.135
C -0.621 -1.599 7.083
C 0.117 -2.692 7.537
C 1.492 -2.732 7.509
C 2.219 -1.661 7.031
C 1.517 -0.555 6.607
C 0.128 -0.502 6.634
C -0.469 0.810 6.168
C -2.436 -3.945 6.179
C -3.470 -5.105 6.109
C -3.288 -6.086 7.261
C -2.189 -7.104 7.011
O -2.332 -7.689 5.730
C -1.358 -3.991 5.082
O -0.583 -4.889 4.878
N -1.393 -2.788 4.346
C -2.716 -2.164 4.590
C -3.610 -2.993 3.606
C -3.052 -3.006 2.161
C -2.400 -4.324 1.862
F -2.976 -5.478 2.248
C -1.220 -4.342 1.249
F -0.212 -5.133 1.538
F -0.924 -3.494 0.277
P -2.933 -0.445 4.018
O -3.214 0.529 5.077
O -4.146 -0.382 2.957
O -1.618 -0.105 3.163
H -4.839 -0.748 8.595
H -4.388 -2.013 9.734
H -6.084 -1.814 9.305
H -4.242 -3.586 8.139
H -5.850 -3.253 7.599
H -5.078 -2.502 5.653
H -4.524 -1.100 6.521
H -2.481 -0.580 7.104
H -2.414 -1.971 8.132
H -0.366 -3.568 7.942
H 2.002 -3.620 7.853
H 3.297 -1.709 7.020
H 2.081 0.302 6.264
H -1.433 1.011 6.614
H -0.473 0.915 5.089
H 0.196 1.591 6.545
H -2.059 -4.014 7.192
H -3.285 -5.658 5.187
H -4.487 -4.731 6.023
H -4.223 -6.627 7.422
H -3.055 -5.591 8.207
H -2.300 -7.887 7.771
H -1.193 -6.672 7.147
H -1.530 -8.170 5.517
H -0.576 -2.197 4.415
H -4.647 -2.670 3.615
H -3.645 -4.037 3.911
H -2.311 -2.234 1.987
H -3.897 -2.834 1.490
H -4.084 0.453 2.475
H -1.880 0.270 2.310
C 1.592 0.069 -1.040
O 1.538 1.240 -0.225
P 0.075 2.005 -0.121
O -0.816 0.801 -0.189
O 0.298 2.723 -1.566
C 1.539 3.370 -1.896
O -1.117 3.034 0.350
C -1.699 3.998 -0.527
H 2.646 -0.113 -1.245
H 1.176 -0.785 -0.511
H 1.062 0.225 -1.980
H 2.103 2.742 -2.586
H 2.147 3.567 -1.015
H 1.311 4.314 -2.390
H -2.073 3.517 -1.429
H -0.992 4.786 -0.772
H -2.530 4.452 0.011
C 0.814 9.133 1.061
O 1.218 8.116 1.981
P 0.062 7.053 2.420
O -0.792 6.881 1.229
O -0.580 8.103 3.507
C 0.246 8.941 4.320
O -0.290 5.741 3.306
C -1.114 5.788 4.474
H 1.573 9.913 1.111
H 0.773 8.739 0.049
H -0.153 9.551 1.341
H 0.214 9.962 3.938
H 1.281 8.606 4.344
H -0.155 8.932 5.333
H -2.072 6.247 4.243
H -0.624 6.316 5.289
H -1.270 4.755 4.781
C 3.944 0.300 -6.584
O 5.212 0.901 -6.314
P 5.167 2.402 -5.677
O 3.974 2.426 -4.809
O 4.900 3.088 -7.137
C 5.559 2.619 -8.325
O 6.038 3.660 -5.122
C 6.131 4.898 -5.828
H 4.134 -0.527 -7.268
H 3.501 -0.088 -5.670
H 3.268 1.012 -7.057
H 4.856 2.047 -8.928
H 6.422 1.996 -8.097
H 5.886 3.481 -8.903
H 5.139 5.293 -6.034
H 6.697 4.791 -6.751
H 6.667 5.585 -5.175
C -6.323 -6.739 -3.673
O -5.907 -5.396 -3.415
P -4.394 -5.021 -3.880
O -4.144 -5.790 -5.111
O -3.696 -5.701 -2.568
C -4.291 -5.611 -1.269
O -3.356 -3.785 -3.989
C -2.160 -3.718 -3.206
H -7.198 -6.916 -3.050
H -6.598 -6.859 -4.718
H -5.539 -7.448 -3.408
H -4.741 -6.569 -1.009
H -5.050 -4.834 -1.217
H -3.503 -5.388 -0.549
H -1.565 -4.618 -3.345
H -2.378 -3.563 -2.152
H -1.604 -2.856 -3.569
C 5.720 0.806 -13.468
O 6.996 1.374 -13.156
P 6.969 2.845 -12.458
O 5.764 2.860 -11.607
O 6.733 3.596 -13.897
C 7.395 3.162 -15.089
O 7.856 4.061 -11.844
C 7.986 5.327 -12.495
H 5.907 0.006 -14.183
H 5.260 0.388 -12.576
H 5.063 1.549 -13.918
H 6.688 2.627 -15.723
H 8.244 2.514 -14.880
H 7.746 4.046 -15.623
H 7.006 5.752 -12.697
H 8.564 5.247 -13.414
H 8.527 5.973 -11.807
```

[3]
DFT (the ωB97M-V functional and the def2-TZVPD basis) results for a molecular structure, C9H12F14Li2N3O15S7 in a non-equilibrium geometry.

Properties
* HOMO level (alpha / beta): 0.855 / -4.149 eV
* spin multiplicity: 2
* E_LUMO (alpha / beta): 3.54 / 3.54 eV
* net charge: -2
* gap between HOMO and LUMO (alpha / beta): 2.6837 / 7.6858 eV

```
62
C9H12F14Li2N3O15S7 the ωB97M-V functional and the def2-TZVPD basis
Li 1.522 -10.515 17.127
Li 1.948 -9.549 14.861
N 6.029 -7.635 15.402
S 6.700 -7.711 13.779
O 5.844 -8.336 12.738
O 8.164 -7.688 13.581
F 6.339 -6.201 13.430
S 5.703 -9.186 15.491
O 6.702 -10.136 15.065
O 4.292 -9.506 15.237
F 5.746 -9.215 17.103
N 1.463 -8.653 16.426
S 0.099 -7.701 16.301
O 0.257 -6.418 15.588
O -0.832 -7.842 17.402
F -0.541 -8.605 15.137
S 2.292 -7.599 17.274
O 1.660 -7.138 18.504
O 3.302 -6.766 16.576
F 3.207 -8.704 17.954
N 1.293 -11.400 15.394
S -0.225 -12.137 15.604
O -0.247 -13.326 16.412
O -1.159 -12.108 14.524
F -0.722 -11.021 16.634
S 1.800 -12.591 14.543
O 1.183 -12.944 13.287
O 2.564 -13.631 15.248
F 3.031 -11.633 14.005
C 1.766 -4.831 11.349
C 2.441 -5.950 10.436
C 3.524 -6.677 11.241
S 2.729 -6.771 12.940
O 3.571 -6.125 13.900
O 2.221 -8.137 13.197
C 1.371 -5.606 12.595
H 0.991 -4.320 10.777
H 2.539 -4.101 11.589
H 2.962 -5.554 9.564
H 1.753 -6.693 10.033
H 4.446 -6.098 11.293
H 3.810 -7.630 10.798
H 1.283 -4.924 13.441
H 0.542 -6.229 12.261
C 0.737 -10.314 7.737
C 1.742 -9.868 6.623
C 2.615 -8.645 6.925
F 1.852 -7.592 7.225
F 3.695 -8.691 7.785
F 2.567 -10.918 6.331
F 1.036 -9.702 5.507
O 1.265 -10.530 9.074
C 0.476 -10.152 10.173
C 1.188 -10.618 11.350
F 2.508 -10.608 11.434
F 0.699 -10.155 12.463
F 0.479 -8.798 10.195
F -0.747 -10.711 10.122
H 0.250 -11.239 7.427
H -0.023 -9.533 7.733
H 3.091 -8.346 5.991
H 1.083 -11.703 11.349
```

[4]
DFT (the ωB97M-V functional and the def2-TZVPD basis) results for 10 unconnected molecules or ions with the total composition C41H85O31P in a non-equilibrium geometry.

Properties
* HOMO level: -10.160 eV
* E_LUMO: -4.01 eV
* structure (SMILES): CCOP(=O)(OCC)OCC.CCOC(=O)OC.CCOC(=O)OC.CCOC(=O)OC.CCOC(=O)OC.CCOC(=O)OC.CCOC(=O)OC.CCOC(=O)OC.CCOC(=O)OC.COC(=O)OC
* net charge: 0
* gap between HOMO and LUMO: 6.1467 eV

```
158
C41H85O31P the ωB97M-V functional and the def2-TZVPD basis
C -3.463 -0.566 7.015
O -2.292 -0.341 6.243
C -2.451 -0.694 4.940
O -3.426 -1.141 4.380
O -1.295 -0.605 4.269
C -0.127 0.053 4.808
H -3.956 -1.510 6.881
H -4.091 0.315 6.970
H -3.127 -0.680 8.010
H -0.321 1.121 4.743
H 0.672 -0.299 4.136
H 0.189 -0.347 5.773
C -3.151 1.659 -1.743
C -1.819 2.331 -1.575
O -1.066 2.492 -2.869
P -0.298 3.927 -3.126
O -0.797 4.928 -2.155
O 1.233 3.622 -3.095
C 1.927 2.654 -3.891
C 2.473 1.563 -3.000
O -0.537 4.199 -4.636
C -1.817 4.692 -5.048
C -1.994 6.195 -4.813
H -3.149 0.594 -1.917
H -3.655 1.696 -0.776
H -3.856 2.127 -2.428
H -1.884 3.382 -1.254
H -1.210 1.728 -0.860
H 1.358 2.243 -4.743
H 2.768 3.238 -4.278
H 1.700 0.808 -2.763
H 3.209 0.966 -3.556
H 2.932 1.962 -2.046
H -1.962 4.496 -6.113
H -2.622 4.162 -4.566
H -3.033 6.530 -4.743
H -1.532 6.506 -3.877
H -1.496 6.793 -5.544
C -1.453 5.960 1.047
C -0.042 5.459 0.843
O 0.670 6.452 0.058
C 1.758 5.974 -0.504
O 2.318 4.952 -0.224
O 2.212 6.857 -1.404
C 3.129 6.254 -2.347
H -2.061 5.245 1.585
H -1.942 6.171 0.095
H -1.370 6.911 1.656
H -0.062 4.500 0.372
H 0.361 5.323 1.832
H 2.766 5.266 -2.479
H 4.165 6.271 -2.057
H 2.940 6.883 -3.202
C 1.112 -3.234 0.773
C 0.684 -2.049 1.614
O 1.127 -0.776 1.171
C 0.215 0.063 0.677
O -0.931 -0.172 0.491
O 0.718 1.319 0.516
C 2.041 1.611 0.986
H 2.180 -3.050 0.605
H 0.596 -3.208 -0.147
H 0.969 -4.090 1.427
H 1.088 -2.125 2.635
H -0.423 -2.019 1.647
H 2.324 2.622 0.852
H 2.730 0.943 0.472
H 2.059 1.300 2.023
C -2.646 -3.874 2.553
C -1.819 -4.792 3.417
O -0.467 -4.232 3.583
C -0.145 -3.555 4.689
O 0.963 -3.135 4.783
O -1.103 -3.528 5.627
C -0.718 -2.988 6.928
H -2.165 -3.415 1.696
H -3.094 -3.092 3.168
H -3.548 -4.339 2.071
H -1.710 -5.703 2.847
H -2.250 -4.933 4.354
H -1.587 -3.141 7.554
H -0.499 -1.934 6.779
H 0.140 -3.502 7.386
C 2.427 -3.743 -4.790
C 1.626 -3.758 -3.493
O 0.310 -3.375 -3.793
C -0.122 -2.165 -3.402
O 0.450 -1.193 -2.902
O -1.429 -2.050 -3.769
C -1.925 -0.720 -3.546
H 1.831 -4.152 -5.563
H 3.336 -4.308 -4.764
H 2.675 -2.709 -4.940
H 2.122 -3.176 -2.718
H 1.630 -4.804 -3.082
H -2.972 -0.763 -3.893
H -1.280 0.028 -4.048
H -1.934 -0.594 -2.459
C -3.683 -4.201 -1.332
C -2.258 -4.714 -1.793
O -1.560 -5.108 -0.558
C -0.501 -5.902 -0.718
O 0.111 -6.069 -1.744
O -0.232 -6.484 0.453
C 0.826 -7.416 0.365
H -4.170 -3.747 -2.203
H -3.614 -3.376 -0.614
H -4.189 -5.072 -0.914
H -1.637 -4.006 -2.275
H -2.379 -5.507 -2.475
H 0.740 -7.884 1.317
H 1.796 -6.898 0.211
H 0.626 -8.161 -0.401
C -5.422 -0.728 -0.983
C -5.967 -0.161 -2.251
O -5.358 -1.028 -3.245
C -5.466 -0.744 -4.556
O -6.204 0.060 -5.013
O -4.621 -1.523 -5.243
C -4.949 -1.498 -6.562
H -5.475 0.048 -0.183
H -4.365 -0.982 -1.056
H -6.029 -1.605 -0.634
H -5.713 0.873 -2.444
H -7.038 -0.235 -2.396
H -4.105 -1.654 -7.211
H -5.339 -0.551 -6.858
H -5.770 -2.202 -6.709
C 3.970 -1.741 -1.218
C 4.824 -1.047 -0.216
O 4.990 0.308 -0.746
C 5.434 1.184 0.142
O 5.728 1.030 1.262
O 5.399 2.359 -0.575
C 5.896 3.491 0.077
H 3.075 -1.138 -1.429
H 3.626 -2.758 -0.882
H 4.524 -1.813 -2.222
H 5.742 -1.610 -0.103
H 4.370 -0.925 0.781
H 5.134 3.843 0.794
H 6.011 4.268 -0.676
H 6.854 3.293 0.624
C 4.900 -0.121 5.497
C 3.666 -0.084 4.663
O 2.832 1.016 4.973
C 3.184 2.219 4.405
O 4.184 2.368 3.718
O 2.286 3.116 4.704
C 2.183 4.294 3.833
H 5.683 0.591 5.264
H 5.362 -1.060 5.423
H 4.664 0.052 6.504
H 3.058 -0.961 4.918
H 3.939 -0.218 3.599
H 1.735 5.074 4.389
H 1.520 4.084 2.969
H 3.167 4.597 3.511
```

[5]
DFT (the ωB97M-V functional and the def2-TZVPD basis) results for a molecular structure, C34H33CrF3N5S3 in a non-equilibrium geometry.

Properties
* HOMO level (alpha / beta): -9.889 / -9.924 eV
* spin multiplicity: 5
* E_LUMO (alpha / beta): -4.91 / -5.05 eV
* net charge: +1
* gap between HOMO and LUMO (alpha / beta): 4.9804 / 4.8764 eV

```
79
C34H33CrF3N5S3 the ωB97M-V functional and the def2-TZVPD basis
Cr -0.389 -0.768 -0.057
C 0.552 -2.900 -2.831
C 1.691 -1.852 -2.828
C 2.285 -1.536 -4.057
C 3.223 -0.533 -4.207
C 3.735 0.103 -3.082
C 3.172 -0.145 -1.788
C 3.587 0.789 -0.670
C 2.176 -1.207 -1.653
N 1.509 -1.513 -0.431
C 2.126 -2.202 0.531
C 3.577 -2.485 0.477
C 1.310 -2.275 1.741
C 1.862 -2.882 3.028
N 0.055 -1.741 1.733
C -0.872 -1.901 2.796
C -1.534 -3.096 3.154
C -1.210 -4.422 2.449
C -2.412 -3.093 4.258
C -2.679 -1.978 4.989
C -1.989 -0.814 4.748
C -1.125 -0.698 3.671
C -0.472 0.600 3.451
H 0.325 -3.307 -1.841
H 0.776 -3.763 -3.502
H -0.376 -2.431 -3.230
H 1.866 -1.970 -4.960
H 3.474 -0.195 -5.226
H 4.308 1.018 -3.213
H 3.596 1.809 -1.007
H 4.587 0.506 -0.324
H 2.904 0.853 0.182
H 3.893 -2.602 -0.607
H 3.691 -3.489 0.942
H 4.173 -1.758 1.044
H 1.273 -3.863 3.259
H 1.783 -2.179 3.820
H 2.853 -3.225 2.915
H -0.770 -5.175 3.059
H -0.561 -4.291 1.578
H -2.167 -4.911 2.115
H -2.783 -4.031 4.708
H -3.385 -1.934 5.774
H -2.159 0.125 5.348
H -0.445 1.174 4.379
H -1.059 1.265 2.797
H 0.558 0.535 3.000
F -7.470 -1.049 0.376
C -6.777 -1.688 -0.649
F -7.248 -2.953 -0.565
F -7.185 -1.251 -1.858
C -5.314 -1.545 -0.426
C -4.327 -2.133 -1.262
C -2.976 -1.904 -1.000
N -2.539 -1.191 0.016
C -3.420 -0.625 0.833
C -4.791 -0.744 0.619
H -4.648 -2.780 -2.085
H -2.258 -2.179 -1.755
H -2.978 -0.048 1.668
H -5.494 -0.231 1.254
S 1.744 5.220 1.534
C 1.137 4.220 0.377
S 0.787 2.444 0.601
C 0.026 2.346 -0.962
N 0.326 3.357 -1.723
N 0.850 4.442 -0.938
C 1.319 5.593 -1.708
C 1.350 5.471 -3.100
C 1.703 6.566 -3.885
C 2.059 7.783 -3.348
C 1.933 7.925 -1.907
C 1.518 6.874 -1.118
S -0.843 0.905 -1.578
H 0.994 4.477 -3.471
H 1.685 6.573 -4.978
H 2.605 8.572 -3.890
H 2.315 8.838 -1.421
H 1.383 7.104 -0.083
```

[6]
DFT (the ωB97M-V functional and the def2-TZVPD basis) results for a single C2H2N2OS molecule in a non-equilibrium geometry.

Properties
* HOMO level: -9.332 eV
* E_LUMO: -0.14 eV
* structure (SMILES): Sc1nnco1
* energy relative to the best compared isomer or geometry (same formula, charge and spin): 246.1 kJ/mol
* net charge: 0
* gap between HOMO and LUMO: 9.1918 eV

```
8
C2H2N2OS the ωB97M-V functional and the def2-TZVPD basis
C 0.211 -0.050 0.170
C -1.798 -0.467 -0.026
H 2.183 1.287 0.683
H -2.645 -1.278 -0.084
N -0.325 1.125 -0.051
N -1.748 0.825 -0.041
O -0.633 -1.059 0.065
S 1.848 -0.131 -0.084
```

Number 1: M 546.1 g/mol. Number 2: M 1177.8 g/mol. Number 3: M 906.5 g/mol. Number 4: M 1105.1 g/mol. Number 5: M 716.9 g/mol. Number 6: M 102.1 g/mol.